[1]
ORCA calculation (ωB97M-V with the def2-TZVPD basis set) on a structure of composition C5H16N3O.

The geometry in XYZ format:
```
25
Properties=species:S:1:pos:R:3:forces:R:3
C -2.9823 0.7840 -2.7750 0.20 -0.02 0.11
C -1.7620 0.7157 -1.8649 0.03 0.13 -0.16
C -0.6437 1.6238 -2.3749 -0.49 -0.28 0.29
C 0.5937 1.6011 -1.5502 0.22 0.18 -0.54
C 0.1927 -0.1753 2.3376 0.36 -1.44 0.24
N 0.5520 -1.2668 2.4474 -0.29 0.77 0.06
N -0.2431 1.0083 2.1295 -0.39 1.24 -0.19
N 1.6278 -3.5406 2.3118 -0.05 0.08 -0.02
O 0.6936 1.1474 -0.4339 -0.03 0.01 0.19
H -3.7723 0.1369 -2.4063 -0.12 -0.05 -0.02
H -3.3644 1.8019 -2.8200 -0.10 0.06 -0.05
H -2.7235 0.4711 -3.7860 -0.06 -0.01 -0.06
H -2.0428 1.0125 -0.8525 0.05 -0.06 0.04
H -1.3895 -0.3104 -1.8180 -0.01 0.01 0.09
H -0.3765 1.3711 -3.4040 0.08 0.06 -0.04
H -0.9914 2.6657 -2.4026 0.12 0.02 -0.07
H 1.4784 2.0367 -2.0453 0.12 0.03 0.13
H 4.6877 -0.3989 2.8714 -0.20 1.09 0.32
H 4.5470 0.3334 3.0886 0.20 -1.10 -0.32
H 1.1188 -2.4833 2.3800 0.28 -0.56 0.03
H -0.0412 1.3656 1.1965 -0.08 0.13 -0.10
H -0.4812 1.6262 2.8870 0.01 -0.03 0.06
H 0.9984 -4.1912 1.8447 0.14 -0.05 0.08
H 1.8283 -3.8687 3.2547 0.03 -0.11 -0.11
H 2.4955 -3.4663 1.7845 -0.03 -0.12 0.05
```
Forces are in eV/Å.

**Kohn-Sham gap**: 10.394 eV
**Energy**: -439.34206 hartree
**Energy above the lowest of the compared OMol25 structures with the same formula, charge and spin**: 54.3 kcal per mole
**Total charge**: +1
**Strongest force on any atom**: 1.504 eV/A
**HOMO level**: -13.194 eV
**Molecular weight**: 134.2 g/mol

=====

[2]
ORCA calculation (ωB97M-V with the def2-TZVPD basis set) on a cluster of 2 separate species, C5H16N6 in total.

The geometry in XYZ format:
```
27
Properties=species:S:1:pos:R:3:forces:R:3
C 1.9202 -0.3903 -0.1579 -0.55 0.96 0.23
C 2.1388 0.4733 1.0615 1.51 0.18 1.24
C -1.0292 1.2669 -0.1308 1.55 -3.61 3.09
C -0.6069 2.1794 -1.1949 -1.74 0.88 -1.83
C 0.3247 -1.1087 -1.9130 -1.26 4.62 -0.63
N 2.9936 -0.8713 -0.6195 -0.42 1.57 2.66
N 0.6096 -0.3262 -0.6277 2.43 -2.09 -2.16
N 3.3506 0.5094 1.4997 1.08 -0.02 2.06
N -2.0107 1.4984 0.7304 0.27 0.20 1.95
N -0.3551 0.0555 0.2147 -2.24 4.02 -0.88
N -1.8224 -1.7688 1.5058 -2.88 2.24 -1.31
H 1.3723 1.0466 1.6179 0.60 -0.25 -0.70
H -1.5839 2.8238 -1.2782 2.24 -0.50 -0.33
H -0.4847 1.6209 -2.1969 0.06 0.98 1.62
H 0.3258 2.8167 -0.9510 -1.61 -1.08 -0.23
H -0.7702 -0.8297 -2.2516 2.26 -1.01 0.75
H 1.0337 -0.6555 -2.6614 -0.82 -0.43 0.48
H 0.5669 -2.1100 -1.8456 -0.05 -2.24 0.44
H 2.9510 -1.3766 -1.4247 -0.18 -1.89 -2.87
H 4.0655 -0.1721 1.1667 -0.82 0.52 -0.78
H 3.7667 1.0199 2.3528 -1.66 -0.53 -1.58
H -2.6939 2.2126 0.6215 -0.24 0.89 -0.63
H -1.9749 1.2426 1.7653 0.09 -0.37 -2.25
H -0.9155 -0.6559 0.7746 -0.34 -0.24 0.04
H -2.0904 -1.5299 2.4488 -0.47 -0.35 0.05
H -1.1732 -2.4517 1.5232 2.66 -3.06 0.46
H -2.5988 -2.1451 0.9163 0.54 0.64 1.12
```
Forces are in eV/Å.

**Kohn-Sham gap**: 8.231 eV
**Energy**: -527.97584 hartree
**Energy above the lowest of the compared OMol25 structures with the same formula, charge and spin**: 0.8 kcal per mole
**Total charge**: +2
**Strongest force on any atom**: 5.001 eV/A
**HOMO level**: -16.783 eV
**Molecular weight**: 160.2 g/mol

=====

[3]
ORCA calculation (ωB97M-V with the def2-TZVPD basis set) on a cluster of 3 separate species, C5H16NO in total.

The geometry in XYZ format:
```
23
Properties=species:S:1:pos:R:3:forces:R:3
C -1.5809 0.7166 -1.2700 -1.37 3.24 -0.50
C -1.0511 1.3220 0.0671 0.67 -2.18 -1.04
C -1.0894 0.2924 1.1966 -0.40 -0.48 1.32
C -0.0025 -0.8999 0.9568 0.19 -1.94 2.07
C -0.5927 -2.0839 0.2797 0.64 0.01 -0.84
N 2.5703 0.7445 0.6405 -1.11 1.02 -1.69
H -2.6996 0.4397 -1.2792 1.96 -0.35 0.18
H -1.5065 1.5310 -2.0911 0.02 -1.26 1.19
H -0.8532 -0.0564 -1.6435 0.41 -0.43 0.02
H 0.0374 1.6139 -0.1556 -1.74 0.26 0.77
H -2.0826 -0.2084 1.4351 0.90 0.39 -1.25
H -0.9247 0.6673 2.2200 0.78 0.47 -0.56
H 0.4892 -1.3161 1.8866 -0.97 1.06 -0.30
H 0.8210 -0.4793 0.3992 0.03 0.54 -0.31
H -0.0576 -3.0753 0.3017 0.60 1.05 -0.62
H -0.9501 -1.7692 -0.6894 0.00 -0.78 -0.41
H -1.3887 -2.5185 0.8242 -1.59 0.08 1.05
H 3.2461 0.0691 0.8522 1.23 -1.38 0.60
H -1.7225 2.1506 0.3429 0.32 0.23 -0.09
H 3.0096 1.6565 0.6033 0.00 0.29 0.29
H 2.0917 0.5300 -0.2620 -0.17 0.09 0.36
H 1.3967 0.2039 -2.4284 0.27 -0.17 0.63
O 1.1252 -0.0916 -1.5226 -0.67 0.25 -0.86
```
Forces are in eV/Å.

**Kohn-Sham gap**: 4.774 eV
**Energy**: -329.52699 hartree
**Energy above the lowest of the compared OMol25 structures with the same formula, charge and spin**: 222.1 kcal per mole
**Total charge**: +1
**Strongest force on any atom**: 3.555 eV/A
**HOMO level**: -14.898 eV
**Molecular weight**: 106.2 g/mol

=====

[4]
ORCA calculation (ωB97M-V with the def2-TZVPD basis set) on a cluster of 2 separate species, C5H16NO in total.

The geometry in XYZ format:
```
23
Properties=species:S:1:pos:R:3:forces:R:3
C -2.3144 0.8127 0.1223 0.06 0.56 0.32
C -1.0137 0.0119 0.0879 0.00 -0.06 0.72
C 0.2851 0.8170 -0.1483 0.71 -1.41 -1.08
C 1.2341 0.2063 -1.2664 1.22 3.24 0.76
C 2.5273 -0.4830 -0.7735 -1.08 -0.86 0.92
N -1.1744 -1.1270 -0.9533 -0.29 0.46 0.72
H -3.0721 0.4770 0.8386 0.12 -0.68 -0.42
H -2.1277 1.8176 0.5171 0.31 -0.05 -0.45
H -2.7385 0.9025 -0.8797 -0.14 0.19 0.08
H -0.9169 -0.5466 0.9981 0.17 -0.15 0.62
H 0.9789 0.7940 0.6852 -0.69 -0.19 0.71
H 0.1293 1.8849 -0.3058 -0.55 -0.24 -0.40
H 1.6303 1.1683 -1.6191 -0.02 -0.19 -0.41
H 0.8052 -0.1590 -2.1797 -0.35 -0.70 -0.27
H 3.4172 -0.0350 -1.2040 -0.02 -0.33 -0.26
H 2.4482 -1.5584 -0.9399 0.55 -0.03 -0.27
H 2.6346 -0.4051 0.3269 -0.13 0.21 -0.52
H -2.0796 -1.5811 -0.8254 -0.27 0.41 -0.28
H -1.0767 -0.6873 -1.8668 -0.11 -0.56 -0.26
H -0.5201 -1.8971 -0.8154 0.55 0.39 -0.24
H 1.0478 -0.3928 3.5989 0.04 0.04 0.43
H -0.4035 0.1757 3.5641 -0.03 0.12 0.58
O 0.2997 -0.1955 3.0382 -0.04 -0.18 -0.99
```
Forces are in eV/Å.

**Kohn-Sham gap**: 11.350 eV
**Energy**: -329.82756 hartree
**Energy above the lowest of the compared OMol25 structures with the same formula, charge and spin**: 33.4 kcal per mole
**Total charge**: +1
**Strongest force on any atom**: 3.549 eV/A
**HOMO level**: -14.658 eV
**Molecular weight**: 106.2 g/mol

=====

[5]
ORCA calculation (ωB97M-V with the def2-TZVPD basis set) on a structure of composition C5H16NO.

The geometry in XYZ format:
```
23
Properties=species:S:1:pos:R:3:forces:R:3
C -0.8054 -1.6412 0.5349 1.28 -0.01 -0.15
C -0.2981 -0.2796 1.0914 -1.51 -0.82 -0.46
C -0.8652 0.9324 0.4037 0.86 0.07 0.51
C -2.4228 0.8958 0.2800 0.69 -0.42 -0.16
C -0.2806 1.1596 -0.9630 0.61 -0.38 0.07
N 2.8241 0.0099 0.2660 1.10 0.02 0.35
H -1.8139 -1.8548 0.9022 0.03 0.11 -0.06
H -0.7470 -1.6658 -0.5559 -0.40 0.10 0.11
H -0.1249 -2.4412 0.8475 -0.36 0.00 0.22
H -0.4257 -0.2386 2.1720 0.15 0.06 0.01
H -0.5106 1.7552 1.0453 -0.71 0.33 -0.12
H -2.7797 1.8758 -0.0196 -0.17 -0.02 0.13
H -2.6207 0.1614 -0.4996 -0.24 0.12 -0.13
H -2.8702 0.5168 1.1850 -0.24 0.26 0.40
H -0.7299 2.0207 -1.4332 -0.02 0.12 -0.33
H 0.8041 1.2787 -0.8601 0.10 0.55 0.08
H -0.2798 0.2757 -1.6082 -0.55 0.02 -0.21
H 3.4343 0.7930 -0.0305 -0.40 0.10 0.03
H 3.4884 -0.6179 0.7578 -0.40 -0.02 0.05
H 0.7913 -0.3355 0.8561 0.68 0.21 0.25
H 2.2438 -0.9999 -2.2930 -0.19 -0.09 0.30
H 2.2650 -0.5365 -0.6153 -0.92 -0.06 -0.23
O 1.7235 -1.0640 -1.4636 0.58 -0.24 -0.66
```
Forces are in eV/Å.

**Kohn-Sham gap**: 4.525 eV
**Energy**: -329.57820 hartree
**Energy above the lowest of the compared OMol25 structures with the same formula, charge and spin**: 189.9 kcal per mole
**Total charge**: +1
**Strongest force on any atom**: 1.778 eV/A
**HOMO level**: -14.679 eV
**Molecular weight**: 106.2 g/mol

=====

[6]
ORCA calculation (ωB97M-V with the def2-TZVPD basis set) on a cluster of 3 separate species, C5H16NO2 in total.

The geometry in XYZ format:
```
24
Properties=species:S:1:pos:R:3:forces:R:3
C -2.4289 -0.2331 1.2510 0.16 -0.52 1.62
C -1.1397 0.0114 0.4551 -0.05 -1.21 -0.24
C 0.1482 -0.7303 0.9796 -0.26 -1.05 -0.42
C 1.2802 0.1648 1.2475 1.35 0.13 -0.47
C 1.9598 0.3866 2.3931 0.02 1.07 -0.02
N 1.5069 1.0406 0.0669 2.27 -0.90 -0.02
H -2.4500 -1.0901 1.9797 0.71 0.73 -0.50
H -2.5462 0.6841 1.8211 -0.58 -0.14 0.41
H -3.3510 -0.4375 0.7312 -0.11 0.39 -0.91
H -1.3097 -0.3806 -0.5826 0.29 1.01 0.66
H -0.9701 1.1089 0.5209 -0.08 -0.71 -0.72
H 0.5434 -1.3826 0.1180 -0.89 0.32 1.49
H 0.0107 -1.3183 1.9239 -0.27 0.19 -1.07
H 2.8113 1.0577 2.4194 -0.01 0.02 -0.37
H 1.7035 0.1018 3.4070 -0.48 -0.66 -0.31
H 2.4193 1.5139 0.1168 -0.19 -0.24 0.36
H 1.5531 0.5773 -0.9370 -0.83 0.54 1.53
H 0.8759 1.8507 0.1867 -1.10 1.23 -0.64
H 0.8055 0.1762 -2.8943 -0.08 -0.37 0.16
H 1.6565 -1.0142 -2.3349 -0.15 -0.21 -0.18
O 1.5872 -0.0570 -2.3650 0.17 0.34 -0.29
H -1.5257 -0.4211 -4.3531 0.69 -0.53 4.11
H -1.8877 -1.1222 -2.8404 1.18 1.36 -1.43
O -1.2527 -0.4869 -3.3107 -1.77 -0.78 -2.75
```
Forces are in eV/Å.

**Kohn-Sham gap (alpha / beta)**: 2.935 / 9.066 eV
**Spin multiplicity**: 2
**Energy**: -405.15167 hartree
**Energy above the lowest of the compared OMol25 structures with the same formula, charge and spin**: 64.1 kcal per mole
**Strongest force on any atom**: 4.202 eV/A
**HOMO level (alpha / beta)**: -2.858 / -9.076 eV
**Molecular weight**: 122.2 g/mol
**⟨S²⟩**: 0.751

=====

> Which of these has the highest energy?

number 3

=====

> energy above the lowest of the compared OMol25 structures with the same formula, charge and spin of number 1 (C5H16N3O)?

54.3 kcal per mole

=====

> Which of these has the lowest strongest force on any atom?

C5H16N3O